Record 1
{"formula": "C4H6N2S", "method": "ωB97M-V with the def2-TZVPD basis set", "symbols": ["C", "C", "C", "C", "H", "H", "H", "H", "H", "H", "N", "N", "S"], "xyz": [[-0.974, 0.836, -0.287], [0.258, 0.284, 0.400], [1.538, 1.054, 0.092], [0.763, -1.053, 0.085], [-2.920, 0.310, 1.005], [-1.193, 1.875, 0.015], [-0.855, 0.819, -1.371], [0.112, 0.329, 1.466], [1.663, 2.131, 0.096], [0.208, -1.991, 0.116], [2.510, 0.283, -0.152], [2.051, -1.091, -0.136], [-2.403, -0.284, -0.066]], "mulliken_charge": [-0.873, 0.633, -0.365, -0.346, 0.121, 0.384, 0.349, 0.277, 0.417, 0.449, -0.402, -0.441, -0.204], "homo_lumo_gap_ev": 9.94, "lumo_energy_ev": 0.30, "smiles": "SCC1C=NN=C1", "de_lowest_kcal_mol": 48.3}


Record 2
{"formula": "C28H35ClHfN8O7", "method": "ωB97M-V with the def2-TZVPD basis set", "symbols": ["Hf", "C", "N", "C", "C", "N", "N", "C", "N", "N", "H", "H", "H", "H", "H", "H", "H", "H", "H", "H", "H", "N", "N", "C", "O", "O", "H", "H", "H", "C", "C", "C", "C", "Cl", "C", "C", "C", "O", "C", "C", "O", "O", "H", "H", "H", "H", "H", "H", "H", "H", "C", "O", "C", "C", "C", "C", "C", "C", "N", "C", "C", "C", "C", "C", "C", "C", "O", "H", "H", "H", "H", "H", "H", "H", "H", "H", "H", "H", "H", "H"], "xyz": [[0.326, 0.232, 0.307], [-0.999, -0.164, 5.148], [-0.414, 1.106, 4.727], [-0.085, 2.076, 5.773], [-0.164, 1.298, 3.422], [-0.275, 0.368, 2.520], [0.188, 2.595, 3.064], [0.957, 2.985, 1.988], [1.437, 4.237, 2.070], [1.180, 2.208, 0.978], [-1.289, -0.084, 6.191], [-0.285, -0.986, 5.052], [-1.897, -0.384, 4.568], [0.159, 1.533, 6.682], [-0.921, 2.745, 5.985], [0.800, 2.651, 5.509], [-0.446, -0.529, 2.960], [-0.008, 3.307, 3.748], [1.365, 4.792, 2.905], [1.999, 4.608, 1.321], [1.849, 2.615, 0.328], [-1.302, -1.557, 0.558], [-1.013, -2.398, -0.558], [-0.643, -1.719, -1.741], [-0.687, -2.276, -2.799], [-0.244, -0.489, -1.490], [-1.312, -2.157, 1.378], [-2.225, -1.125, 0.448], [-1.673, -3.148, -0.722], [3.303, -1.081, 4.632], [2.551, -2.024, 3.735], [2.253, -3.321, 4.147], [1.569, -4.201, 3.320], [1.210, -5.791, 3.884], [1.173, -3.823, 2.045], [1.468, -2.536, 1.626], [2.136, -1.655, 2.460], [2.319, -0.342, 2.017], [3.573, -0.060, 1.354], [3.200, 0.580, 0.024], [3.737, 1.555, -0.423], [2.132, -0.010, -0.504], [3.037, -1.243, 5.675], [3.104, -0.041, 4.376], [4.379, -1.243, 4.545], [2.559, -3.653, 5.131], [0.674, -4.523, 1.391], [1.215, -2.239, 0.609], [4.138, -0.980, 1.199], [4.150, 0.640, 1.955], [-2.598, 1.137, -3.640], [-3.204, 1.434, -2.370], [-3.735, 0.422, -1.672], [-3.815, -0.897, -2.120], [-4.463, -1.857, -1.358], [-5.020, -1.539, -0.122], [-4.940, -0.233, 0.329], [-4.303, 0.738, -0.433], [-4.431, 2.089, 0.010], [-3.698, 3.165, -0.123], [-2.392, 3.373, -0.620], [-2.141, 4.674, -1.123], [-0.980, 4.968, -1.786], [-0.046, 3.941, -1.985], [-0.233, 2.681, -1.463], [-1.372, 2.395, -0.679], [-1.439, 1.300, 0.043], [-2.205, 2.081, -4.002], [-3.346, 0.759, -4.337], [-1.787, 0.417, -3.520], [-3.401, -1.168, -3.080], [-4.556, -2.861, -1.752], [-5.546, -2.284, 0.458], [-5.401, 0.051, 1.268], [-5.339, 2.266, 0.423], [-4.240, 4.065, 0.154], [-2.910, 5.430, -1.020], [-0.805, 5.955, -2.186], [0.840, 4.137, -2.577], [0.474, 1.885, -1.695]], "mulliken_charge": [0.626, -1.142, 0.203, -1.270, 0.272, 0.070, -0.162, 0.175, -0.416, 0.018, 0.433, 0.353, 0.353, 0.416, 0.330, 0.455, -0.023, 0.371, 0.185, 0.238, 0.135, -0.510, -0.142, 0.350, -0.629, -0.560, 0.355, -0.019, 0.342, -1.648, 0.947, -0.728, 0.089, -0.176, -1.067, -0.037, -0.399, 0.191, -0.368, 0.134, -0.623, -0.655, 0.486, 0.242, 0.365, 0.507, 0.582, 1.049, 0.496, 0.320, -1.072, -0.462, 1.515, -0.572, -0.709, -0.878, -0.676, -0.144, 0.089, -0.808, 0.822, -0.770, -1.210, -0.760, -0.592, 1.697, 0.055, 0.277, 0.430, 0.375, 0.425, 0.510, 0.461, 0.469, 0.365, 0.516, 0.420, 0.467, 0.594, 0.652], "homo_lumo_gap_ev": 7.77, "lumo_energy_ev": -5.99, "total_charge": 2, "de_lowest_kcal_mol": 0.0}


Record 3
{"formula": "C5H8N", "method": "ωB97M-V with the def2-TZVPD basis set", "symbols": ["C", "C", "C", "C", "C", "N", "H", "H", "H", "H", "H", "H", "H", "H"], "xyz": [[-1.189, -0.726, -0.365], [-0.074, 0.028, -0.062], [-2.242, -0.109, 0.509], [-1.248, 0.821, -0.203], [1.118, 0.514, -0.014], [2.343, -0.291, 0.186], [-1.328, -1.203, -1.309], [-3.155, -0.197, 0.071], [-1.978, -0.261, 1.602], [-1.448, 1.347, -1.087], [1.332, 1.479, 0.144], [2.247, -1.122, 0.817], [3.033, 0.328, 0.444], [2.591, -0.609, -0.733]], "mulliken_charge": [-0.363, 0.512, -0.381, -0.489, -0.637, -0.218, 0.258, 0.334, 0.195, 0.252, 0.485, 0.363, 0.325, 0.364], "homo_lumo_gap_ev": 9.50, "lumo_energy_ev": -3.69, "total_charge": 1, "smiles": "[NH3+]/C=C1\\[C@H]2C[C@@H]12", "de_lowest_kcal_mol": 96.4}